A molecular structure, C10H15NO3. Source: the Open Molecules 2025 dataset; level of theory: the ωB97M-V functional and the def2-TZVPD basis.

The geometry in XYZ format:
```
29
Properties=species:S:1:pos:R:3:forces:R:3
C 3.3329 2.9285 -1.1593 -0.36 -3.25 2.02
C 1.6209 1.2665 -0.6983 -2.30 4.50 -1.93
C 2.3654 0.3104 -0.1072 2.88 1.79 -1.12
C 1.6777 -0.7933 0.2706 -1.90 -3.64 3.46
C 0.2723 -0.8074 0.2063 1.36 -1.03 -1.51
C -0.5820 -3.0395 0.0640 -3.29 -2.25 -0.53
C -0.4738 0.1718 -0.5528 -1.88 -3.16 4.15
C 0.2363 1.2506 -0.8893 -0.39 0.69 -0.94
C -2.0544 0.0450 -0.2469 2.56 2.80 0.21
C -2.3512 0.2968 1.3122 2.82 5.33 -3.63
H 3.5033 3.1654 -0.0305 0.33 0.62 -2.22
H 3.4192 3.6591 -1.9879 0.81 -0.35 1.01
H 3.9671 1.8458 -1.2365 -1.32 3.31 -0.71
H 3.4654 0.5194 -0.0984 -1.09 -0.90 0.56
H 2.0690 -1.6799 0.9732 -0.35 2.15 -1.96
H -1.8340 -3.2688 0.8425 3.38 -0.94 -2.61
H 0.3955 -4.0050 0.2166 -3.32 2.98 -0.80
H -1.0529 -2.6550 -1.1018 1.89 -1.80 3.38
H -0.2297 2.1537 -1.3409 0.38 -0.83 0.39
H -2.4687 0.9201 -0.7480 -0.46 0.08 -0.16
H -2.4698 -1.6486 0.4349 -0.92 1.44 -4.24
H -3.3419 0.5878 1.2723 -2.25 0.36 0.22
H -1.8101 1.3671 1.4635 -0.61 -2.19 0.32
H -1.3930 -1.2814 2.3617 1.08 0.01 -0.08
H -3.0793 -0.9554 2.8812 3.74 1.02 -2.82
N -2.1691 -0.7076 2.1711 -5.15 -3.72 4.90
O 1.9106 2.5990 -1.1946 2.76 -1.99 0.58
O -0.3542 -1.9377 0.8186 2.10 2.79 -0.16
O -2.5840 -1.1048 -0.6611 -0.52 -3.82 4.22
```
Forces are in eV/Å.

Output
Energy above the lowest of the compared OMol25 structures with the same formula, charge and spin, kJ/mol: 885.2
Gap between HOMO and LUMO, eV: 9.069
HOMO energy, Ha: -0.3090

Atomic partial charges in e from the natural (NBO) method, atoms 1 to 6: number 1, C, carries -0.27; number 2, C, carries 0.30; number 3, C, carries -0.31; number 4, C, carries -0.23; number 5, C, carries 0.25; number 6, C, carries -0.26